The following is a DFT calculation (ωB97M-V/def2-TZVPD) of a molecular structure, C21H60F3HfN3O15S.

orbital gap	0.82	eV
charge	+2

Each line ends with the Mulliken charge.
CARTESIAN COORDINATES (ANGSTROEM)
Hf: 5.70336 3.02853 -4.22040  1.35
C: 0.28342 0.19390 -1.10228  -0.95
C: 1.61687 -0.53163 -1.07699  -0.06
O: 2.75694 0.27297 -1.50554  -0.30
H: -0.56954 -0.41579 -0.80429  0.34
H: 0.03131 0.63367 -2.06723  0.30
H: 0.28511 1.00075 -0.36941  0.25
H: 1.31496 -1.24758 -1.84143  0.23
H: 1.90590 -0.88297 -0.08648  0.28
C: -0.98911 2.72220 -7.94767  0.64
F: -1.55849 1.53008 -7.76751  -0.21
F: -1.68913 3.43192 -8.89926  -0.21
F: -0.95993 3.40023 -6.79520  -0.21
S: 0.86155 2.37261 -8.54322  1.09
O: 1.06599 3.38484 -9.55500  -0.47
O: 1.70286 2.54367 -7.33588  -0.51
O: 0.84251 0.98653 -9.07935  -0.48
C: -1.03530 1.07064 7.10327  -0.74
O: -0.60861 1.57772 8.33131  -0.37
C: -1.27801 0.90395 9.36400  -0.61
C: -2.77370 1.24864 9.49479  -0.50
N: -2.96767 2.69328 9.44302  -0.11
C: -4.30288 3.21624 9.76880  -0.52
C: -5.58989 2.45925 9.45533  -0.55
O: -5.60365 1.45055 10.41681  -0.27
C: -6.30942 1.80352 11.60832  -0.76
H: -2.10739 1.01890 6.91336  0.28
H: -0.69927 0.04215 6.97133  0.34
H: -0.56899 1.55343 6.24444  0.28
H: -0.91578 1.28963 10.31697  0.35
H: -1.06171 -0.14813 9.17849  0.39
H: -3.07036 0.94616 10.49908  0.38
H: -3.36080 0.84798 8.66842  0.30
H: -2.46896 2.90432 8.59045  0.34
H: -4.33944 4.21265 9.32844  0.50
H: -4.42881 3.32139 10.84638  0.23
H: -5.62977 1.91184 8.51360  0.32
H: -6.33030 3.25881 9.47999  0.35
H: -6.10430 2.81131 11.96940  0.36
H: -6.10316 1.14582 12.45272  0.27
H: -7.36509 1.79327 11.33713  0.31
C: -0.46095 -6.47462 -7.39763  -0.75
O: 0.49027 -7.51892 -6.89514  -0.27
C: 1.75154 -7.03789 -6.40064  -0.50
C: 2.61188 -8.14618 -5.80480  -0.76
N: 2.88102 -9.30625 -6.61821  -0.32
C: 1.72147 -10.09231 -7.06472  -0.43
C: 2.03125 -11.56124 -7.20852  -0.59
O: 2.63801 -12.06744 -6.01611  -0.36
C: 2.63307 -13.47740 -5.97457  -0.74
H: -0.54485 -5.65768 -6.68092  0.28
H: -1.45701 -6.91635 -7.42647  0.26
H: -0.22006 -6.01951 -8.35833  0.30
H: 1.57985 -6.23356 -5.68533  0.44
H: 2.31166 -6.57085 -7.21072  0.35
H: 2.03321 -8.42563 -4.92439  0.41
H: 3.59114 -7.73767 -5.55520  0.39
H: 3.28573 -9.96492 -5.96824  0.32
H: 1.51820 -9.62866 -8.03002  0.29
H: 0.98846 -9.87751 -6.28712  0.41
H: 2.83385 -11.75838 -7.91920  0.38
H: 1.09875 -12.00994 -7.55087  0.40
H: 2.99023 -13.89759 -6.91476  0.32
H: 1.65106 -13.77107 -5.60375  0.29
H: 3.30270 -13.77275 -5.16681  0.24
C: -2.64561 7.13766 -0.15546  -0.84
O: -1.59510 7.16826 0.75504  -0.36
C: -1.28833 5.91301 1.26947  -0.89
C: -0.08538 5.96758 2.15193  -0.59
N: 1.05765 6.40123 1.29795  -0.27
C: 2.15972 7.06278 2.06217  -0.75
C: 2.73540 6.16985 3.19424  -0.50
O: 3.59005 5.19258 2.67732  -0.25
C: 4.31140 4.44363 3.67625  -0.79
H: -2.78174 8.11384 -0.62090  0.29
H: -3.62108 6.94486 0.29107  0.32
H: -2.50884 6.57691 -1.08009  0.33
H: -1.00487 5.20539 0.49036  0.35
H: -2.14496 5.44341 1.75296  0.53
H: 0.09601 4.98624 2.59030  0.41
H: -0.52523 6.62009 2.90617  0.32
H: 0.48448 7.07754 0.81404  0.29
H: 1.79029 7.97300 2.53454  0.40
H: 2.92002 7.55996 1.45981  0.41
H: 1.87477 5.65998 3.62718  0.28
H: 3.21659 6.66878 4.03544  0.45
H: 3.71905 4.09409 4.52185  0.32
H: 5.07947 5.14963 3.99207  0.34
H: 4.78012 3.62077 3.13653  0.20
O: 6.75125 4.14859 -0.45978  -0.65
H: 7.61387 4.52975 -0.29594  0.33
H: 6.27063 4.28249 0.35711  0.32
O: -6.28887 -0.22235 0.23422  -0.65
H: -6.81289 -0.68768 0.88622  0.32
H: -5.95529 -0.91067 -0.34125  0.32
O: 2.74295 5.21899 -2.72312  -0.67
H: 2.38090 5.95583 -3.21527  0.33
H: 2.46503 5.37367 -1.82031  0.33
O: -5.17993 -2.79940 -3.03426  -0.63
H: -4.28043 -2.98056 -3.30688  0.31
H: -5.70981 -3.00229 -3.80517  0.33
O: 5.75164 -0.93407 -6.05676  -0.65
H: 5.75660 -1.72363 -5.51564  0.32
H: 6.03871 -1.23272 -6.91967  0.33

=====

The following is a DFT calculation (ωB97M-V/def2-TZVPD) of 11 unconnected molecules or ions with the total composition C21H60F3O13S11.

orbital gap	7.21	eV
charge	-1

Each line ends with the Mulliken charge.
CARTESIAN COORDINATES (ANGSTROEM)
C: 1.58382 -1.44062 -1.68581  -0.04
F: 1.29109 -0.63895 -2.66346  0.00
F: 0.74739 -2.46634 -1.81246  -0.01
F: 2.90894 -1.74344 -1.84250  -0.21
S: 1.21595 -0.72150 -0.04777  -0.53
O: -0.16232 -0.44591 -0.05188  0.23
O: 1.66945 -1.76373 0.83323  0.06
O: 1.99240 0.50898 0.02128  -0.08
C: 5.16757 0.01563 0.21045  -1.11
S: 4.33909 -0.54141 1.76269  0.75
O: 5.45376 -1.37038 2.42087  -0.69
C: 4.34052 1.06639 2.56777  -0.90
H: 4.54695 0.62408 -0.49010  0.16
H: 5.44006 -0.96488 -0.16831  0.28
H: 6.04018 0.63498 0.39610  0.45
H: 5.33215 1.49330 2.45479  0.49
H: 4.08621 0.87603 3.57296  0.36
H: 3.61541 1.68240 1.99768  -0.04
C: -1.86033 -1.43187 -2.77819  0.48
S: -3.42470 -1.47429 -3.56893  0.52
O: -3.82168 0.00829 -3.75898  -0.61
C: -2.94570 -2.06243 -5.21289  -1.10
H: -1.64171 -2.49179 -2.58077  0.48
H: -2.18034 -0.98354 -1.92352  -1.06
H: -1.10580 -0.94318 -3.30996  0.05
H: -3.02048 -1.28599 -5.91933  0.28
H: -3.66438 -2.90067 -5.42954  0.34
H: -1.96449 -2.50871 -5.29092  0.39
C: -0.37815 -4.73098 -0.35521  -1.20
S: -1.47052 -3.39234 0.27324  1.15
O: -2.91000 -3.90168 0.04667  -0.77
C: -1.21828 -3.67787 1.89901  -1.04
H: 0.61371 -4.20946 -0.28918  0.16
H: -0.57848 -4.85558 -1.42388  0.36
H: -0.39160 -5.59278 0.26786  0.51
H: -0.25021 -3.42937 2.39202  -0.20
H: -1.48632 -4.67170 1.91582  0.86
H: -2.06904 -3.02749 2.32998  0.17
C: 0.93047 2.17309 3.35240  -0.95
S: -0.34646 3.37993 3.44639  0.46
O: -1.74842 2.72679 3.62976  -0.56
C: 0.08755 3.93653 5.05662  -1.37
H: 0.82330 1.40071 2.56831  -0.12
H: 1.06024 1.62358 4.25496  0.78
H: 1.85739 2.69204 3.14947  0.54
H: 0.16212 3.32182 5.90968  0.39
H: -0.53713 4.66287 5.47899  0.47
H: 1.02893 4.46209 5.05786  0.42
C: 2.08147 2.37728 -4.15821  -0.78
S: 2.94080 1.66182 -2.80521  0.84
O: 4.43116 1.73815 -3.17801  -0.82
C: 2.76505 3.08162 -1.76146  -0.98
H: 2.39765 1.78932 -5.07340  0.37
H: 2.19282 3.47598 -4.23588  0.41
H: 0.99181 2.21218 -3.96532  0.03
H: 2.53673 3.02837 -0.73457  0.09
H: 1.91462 3.65192 -2.11359  0.35
H: 3.63877 3.71192 -1.93507  0.49
C: -3.79921 -0.71678 0.22701  -0.89
S: -4.39584 0.61204 -0.70270  0.77
O: -5.70298 0.04107 -1.32159  -0.76
C: -4.98321 1.44968 0.78338  -1.15
H: -4.27482 -0.70426 1.21846  0.67
H: -2.73240 -0.52233 0.41236  -0.14
H: -4.11310 -1.61662 -0.25292  0.42
H: -5.99058 1.11242 0.96837  0.46
H: -5.06938 2.50615 0.46837  0.33
H: -4.33672 1.39805 1.61148  0.24
C: 2.91408 -2.82728 4.27533  -0.01
S: 4.04024 -4.16144 3.92738  0.40
O: 3.41556 -5.53276 4.22668  -0.68
C: 3.69457 -4.11311 2.15186  -0.41
H: 1.92669 -2.76571 3.74620  -0.32
H: 3.35178 -1.84711 3.94885  -0.05
H: 2.81256 -2.85752 5.35445  0.47
H: 3.96881 -4.99600 1.59154  0.51
H: 4.30892 -3.37593 1.67670  0.24
H: 2.63513 -3.96702 1.87460  -0.15
C: -0.88904 -1.04522 3.71435  -0.42
S: -2.27686 -0.06533 4.41787  0.80
O: -3.41813 -0.78686 3.69472  -0.69
C: -2.13914 -0.68697 6.06889  -1.14
H: -0.01273 -0.48796 4.02280  0.18
H: -0.89116 -1.01673 2.66362  -0.36
H: -0.75863 -2.06941 4.18345  0.54
H: -1.13782 -0.48970 6.54025  0.32
H: -2.31254 -1.74706 5.95920  0.37
H: -2.93386 -0.16866 6.70016  0.32
C: -0.91115 1.01510 -5.59772  -0.31
S: -2.02688 2.44231 -5.30468  0.73
O: -1.10730 3.60673 -4.91281  -0.66
C: -2.60967 2.68484 -7.00192  -1.17
H: -1.49793 0.21705 -6.05939  0.29
H: -0.31641 0.53874 -4.59560  -0.33
H: -0.21639 1.41460 -6.42503  0.43
H: -3.35336 1.97059 -7.40284  0.35
H: -1.91626 2.73589 -7.83328  0.36
H: -2.95547 3.65433 -6.93058  0.40
C: -0.16183 3.46712 0.04676  -0.85
S: -1.46620 2.31187 -0.31712  0.99
O: -2.66763 3.16752 -0.61322  -0.72
C: -0.77782 1.79686 -1.86238  1.02
H: 0.02899 3.96553 -0.90380  0.40
H: 0.65881 2.79518 0.53569  -0.37
H: -0.64528 4.11565 0.72747  0.53
H: -1.43123 0.92532 -2.18789  -1.08
H: 0.29548 1.61635 -1.70177  -0.66
H: -0.87163 2.65761 -2.51359  0.82

=====

Question: Look up the orbital gap of the first one.
Answer: 0.82 eV

=====

Question: The lowest charge belongs to which entry?
Answer: C21H60F3O13S11

=====

Question: Among the records above, which one has the highest orbital gap?
Answer: C21H60F3O13S11

=====

Question: Among the records above, which one has the highest orbital gap?
Answer: C21H60F3O13S11